(1)
ORCA calculation (ωB97M-V with the def2-TZVPD basis set) on a structure of composition C29H17F5MoN2O6SSe in a non-equilibrium geometry.

```
! wB97M-V def2-TZVPD RIJCOSX def2/J DEFGRID3
* xyz -1 4
Mo -0.525 -0.597 -1.695
C -1.802 2.838 -3.872
O -0.541 3.461 -4.183
C 0.624 3.050 -3.617
C 1.690 3.909 -3.783
C 2.955 3.618 -3.271
C 3.146 2.444 -2.582
C 2.085 1.551 -2.394
C 2.383 0.311 -1.682
N 1.570 -0.615 -1.409
N 2.077 -1.709 -0.674
C 1.093 -2.509 -0.378
O -0.142 -2.245 -0.674
C 1.402 -3.863 0.153
C 0.351 -4.718 0.458
C 0.611 -6.022 0.870
C 1.920 -6.470 0.975
C 2.971 -5.609 0.680
C 2.714 -4.307 0.271
C 0.803 1.849 -2.896
O -0.197 1.020 -2.721
H -2.549 3.461 -4.360
H -1.861 1.831 -4.262
H -1.990 2.811 -2.807
H 1.505 4.830 -4.327
H 3.774 4.314 -3.416
H 4.121 2.193 -2.172
H 3.402 0.158 -1.334
H -0.665 -4.351 0.362
H -0.214 -6.688 1.098
H 2.124 -7.486 1.290
H 3.995 -5.958 0.756
H 3.518 -3.624 0.027
S -1.622 -2.509 -4.429
C -1.073 -1.684 -3.263
F -3.370 -1.459 4.377
C -3.331 -1.141 3.080
C -3.564 0.151 2.681
F -3.833 1.086 3.598
C -3.528 0.470 1.341
F -3.746 1.746 1.020
C -3.269 -0.471 0.361
Se -3.091 0.048 -1.473
C -3.072 -1.774 0.800
F -2.857 -2.771 -0.057
C -3.087 -2.108 2.137
F -2.891 -3.376 2.527
O -0.536 0.842 4.151
C -0.116 1.906 3.413
C 0.149 3.121 4.044
C 0.546 4.229 3.314
C 0.681 4.139 1.936
C 0.417 2.927 1.311
C 0.028 1.793 2.023
C -0.210 0.499 1.260
O -0.253 -0.567 1.843
O -0.380 0.715 -0.029
H -0.630 1.129 5.063
H 0.044 3.187 5.124
H 0.744 5.164 3.826
H 0.991 5.002 1.355
H 0.511 2.828 0.239
*
```

The value obtained for the frontier orbital gap (spin up / spin down) is 6.785 / 6.263 eV. The calculation puts the energy at -5043.50086 a.u. Its energy above the lowest of the compared OMol25 structures with the same formula, charge and spin is 10.2 kcal/mol.

***

(2)
ORCA calculation (ωB97M-V with the def2-TZVPD basis set) on a structure of composition C29H19Cl2IIrN5O6S.

```
! wB97M-V def2-TZVPD RIJCOSX def2/J DEFGRID3
* xyz -1 6
Ir -0.110 1.364 -0.284
O -1.974 2.120 3.094
S -1.346 2.574 1.890
O -1.644 3.947 1.499
O -1.827 1.666 0.674
O 0.140 2.320 1.848
Cl -3.722 6.263 -3.689
C -3.085 4.732 -3.235
C -3.687 3.599 -3.754
C -3.207 2.348 -3.425
I -4.111 0.644 -4.153
C -2.065 2.179 -2.548
O -1.593 1.082 -2.275
C -1.478 3.412 -1.990
N -0.447 3.258 -1.148
C 0.109 4.319 -0.595
C -0.298 5.617 -0.914
C -1.337 5.796 -1.778
C -1.969 4.672 -2.337
H -4.533 3.705 -4.417
H 0.890 4.122 0.127
H 0.189 6.459 -0.443
H -1.685 6.788 -2.028
O 3.940 2.273 -1.059
C 2.827 1.863 -1.028
N 1.726 1.408 -1.049
N 2.245 -3.589 4.223
C 2.119 -4.506 5.246
C 3.045 -5.221 5.988
C 2.551 -6.096 6.953
C 1.175 -6.236 7.155
C 0.255 -5.512 6.405
C 0.728 -4.636 5.431
N 0.037 -3.827 4.558
C 0.964 -3.199 3.839
C 0.730 -2.269 2.797
C -0.593 -1.839 2.476
C -0.811 -0.963 1.471
N 0.201 -0.437 0.681
C 1.480 -0.843 0.985
C 1.768 -1.718 1.981
H 3.103 -3.208 3.873
H 4.111 -5.104 5.831
H 3.241 -6.680 7.551
H 0.823 -6.925 7.914
H -0.812 -5.614 6.568
H -1.427 -2.218 3.050
H -1.810 -0.630 1.237
H 2.268 -0.446 0.364
H 2.807 -1.997 2.112
Cl -0.272 1.170 -7.911
C -0.067 0.433 -6.345
C 0.982 0.839 -5.526
C 1.149 0.248 -4.292
C 0.266 -0.761 -3.831
C 0.449 -1.360 -2.578
C -0.803 -1.128 -4.688
C -0.958 -0.550 -5.930
H 1.656 1.615 -5.865
H 1.951 0.569 -3.639
H 1.290 -1.091 -1.952
H -0.257 -2.085 -2.194
H -1.508 -1.878 -4.347
H -1.776 -0.839 -6.578
*
```

The value obtained for the frontier orbital gap (spin up / spin down) is 3.390 / 4.146 eV. The calculation puts the energy at -3562.37444 a.u. Its energy above the lowest of the compared OMol25 structures with the same formula, charge and spin is 29.4 kcal/mol.

***

(3)
ORCA calculation (ωB97M-V with the def2-TZVPD basis set) on a structure of composition C29H19Cl72N2OS in a non-equilibrium geometry.

```
! wB97M-V def2-TZVPD RIJCOSX def2/J DEFGRID3
* xyz 0 2
C 0.206 -1.926 3.638
C 1.268 -1.671 2.503
N 0.489 -0.910 1.445
C 1.152 -0.630 0.456
S 1.716 -0.589 -1.070
C 2.351 -0.705 3.115
C 3.848 -1.132 2.959
C 4.544 -0.454 1.726
C 4.594 -0.510 4.202
N 4.082 -2.586 3.031
O 3.966 -2.993 4.252
C 3.291 -3.384 2.085
C 3.897 -3.417 0.636
C 3.409 -4.881 2.577
C 1.762 -3.075 2.019
H -0.714 -2.248 3.103
H 0.537 -2.690 4.356
H -0.062 -0.963 4.110
H 2.273 0.337 2.749
H 2.157 -0.637 4.203
H 3.951 -0.528 0.800
H 4.751 0.610 1.947
H 5.532 -0.920 1.529
H 4.837 0.556 4.019
H 4.014 -0.600 5.132
H 5.562 -1.012 4.379
H 3.667 -4.358 0.117
H 5.005 -3.379 0.727
H 3.611 -2.530 0.048
H 4.460 -5.187 2.706
H 2.791 -5.066 3.470
H 2.982 -5.493 1.758
H 1.424 -3.237 0.974
H 1.238 -3.851 2.609
C 1.317 3.136 -0.210
Cl 1.135 2.888 -1.960
Cl 2.762 2.279 0.350
Cl 1.489 4.858 0.173
Cl -0.104 2.494 0.625
C 8.731 -0.715 3.392
Cl 7.956 -0.845 1.804
Cl 10.489 -0.823 3.200
Cl 8.295 0.841 4.133
Cl 8.178 -2.037 4.431
C 1.905 5.839 -4.696
Cl 3.502 5.411 -5.332
Cl 1.564 7.541 -5.049
Cl 0.672 4.816 -5.457
Cl 1.874 5.578 -2.948
C 6.680 -5.916 -0.959
Cl 5.119 -6.717 -0.711
Cl 7.781 -7.022 -1.796
Cl 6.451 -4.455 -1.934
Cl 7.369 -5.470 0.609
C -3.525 0.704 -1.154
Cl -4.539 1.413 0.118
Cl -4.352 -0.690 -1.867
Cl -3.219 1.910 -2.413
Cl -1.994 0.180 -0.448
C -2.246 7.355 -2.341
Cl -2.396 6.988 -4.067
Cl -0.793 6.570 -1.704
Cl -2.123 9.109 -2.119
Cl -3.670 6.746 -1.480
C -8.329 -2.027 -0.659
Cl -9.998 -1.517 -0.336
Cl -8.044 -3.610 0.082
Cl -8.065 -2.139 -2.407
Cl -7.215 -0.841 0.031
C -10.618 -0.929 -5.327
Cl -8.986 -1.323 -5.896
Cl -10.985 0.759 -5.717
Cl -11.792 -1.989 -6.123
Cl -10.700 -1.164 -3.576
C 11.678 2.545 1.449
Cl 11.471 2.280 -0.290
Cl 13.082 1.628 2.022
Cl 11.935 4.270 1.757
Cl 10.230 1.997 2.308
C 3.561 -0.577 -4.891
Cl 4.530 0.517 -5.891
Cl 4.631 -1.547 -3.864
Cl 2.479 0.371 -3.858
Cl 2.612 -1.642 -5.933
C -12.153 -0.958 3.563
Cl -11.956 -2.269 4.738
Cl -13.856 -0.842 3.087
Cl -11.632 0.570 4.289
Cl -11.156 -1.286 2.134
C -3.128 2.977 -6.178
Cl -4.789 2.364 -6.154
Cl -2.855 3.983 -4.744
Cl -1.995 1.611 -6.183
Cl -2.879 3.948 -7.638
C 8.529 -8.019 3.842
Cl 8.425 -8.310 2.100
Cl 10.011 -8.749 4.478
Cl 8.553 -6.273 4.144
Cl 7.124 -8.737 4.645
C -3.918 -5.359 0.268
Cl -5.503 -6.081 0.599
Cl -2.876 -6.559 -0.512
Cl -4.118 -3.965 -0.801
Cl -3.178 -4.832 1.788
C -8.349 2.820 4.763
Cl -9.358 3.561 3.510
Cl -9.020 3.198 6.358
Cl -8.321 1.066 4.535
Cl -6.703 3.463 4.648
C -6.367 7.877 5.318
Cl -7.349 8.603 6.601
Cl -7.216 6.479 4.641
Cl -6.084 9.074 4.043
Cl -4.814 7.352 5.989
C -2.349 7.835 -8.475
Cl -1.404 8.811 -9.610
Cl -1.248 6.975 -7.391
Cl -3.405 8.892 -7.525
Cl -3.339 6.675 -9.383
C -1.139 -2.570 -4.173
Cl -2.724 -3.276 -3.813
Cl -0.137 -3.777 -4.997
Cl -1.359 -1.156 -5.218
Cl -0.342 -2.079 -2.667
*
```

The value obtained for the frontier orbital gap (spin up / spin down) is 8.753 / 9.157 eV. The calculation puts the energy at -34832.81723 a.u.

***

(4)
ORCA calculation (ωB97M-V with the def2-TZVPD basis set) on a structure of composition C29H19CrF5N3O3S.

```
! wB97M-V def2-TZVPD RIJCOSX def2/J DEFGRID3
* xyz -1 1
Cr 0.034 0.071 0.468
C -0.804 3.870 -1.722
O 0.584 3.762 -1.376
C 0.693 2.551 -0.773
N -0.418 1.936 -0.484
C -1.493 2.911 -0.746
C -2.847 2.453 -1.223
C -3.244 1.127 -1.234
C -4.523 0.781 -1.649
C -5.424 1.754 -2.051
C -5.037 3.088 -2.034
C -3.760 3.431 -1.620
C 1.933 1.980 -0.414
C 3.121 2.656 -0.288
C 4.224 2.055 0.331
C 4.034 0.784 0.884
C 2.839 0.124 0.739
N 1.749 0.645 0.004
C 2.460 -1.070 1.386
N 1.228 -1.486 1.329
C 1.168 -2.766 2.034
C 2.539 -2.826 2.741
O 3.339 -1.841 2.075
C 0.045 -3.030 3.007
C -0.003 -4.302 3.581
C -0.981 -4.632 4.504
C -1.937 -3.690 4.863
C -1.895 -2.428 4.293
C -0.910 -2.092 3.370
H -0.943 3.540 -2.755
H -1.100 4.911 -1.616
H -1.659 3.438 0.206
H -2.545 0.359 -0.944
H -4.807 -0.264 -1.660
H -6.420 1.480 -2.375
H -5.730 3.861 -2.341
H -3.473 4.477 -1.599
H 3.164 3.679 -0.641
H 5.159 2.582 0.445
H 4.812 0.303 1.465
H 1.111 -3.551 1.268
H 3.037 -3.789 2.648
H 2.451 -2.559 3.798
H 0.730 -5.048 3.290
H -1.003 -5.625 4.936
H -2.709 -3.943 5.580
H -2.636 -1.686 4.563
H -0.879 -1.099 2.938
F 3.417 0.107 -5.051
C 2.462 -0.242 -4.176
C 1.284 0.476 -4.104
F 1.099 1.528 -4.916
C 0.304 0.104 -3.202
F -0.818 0.833 -3.199
C 0.447 -0.983 -2.340
S -0.792 -1.467 -1.190
C 1.648 -1.681 -2.446
F 1.890 -2.735 -1.656
C 2.641 -1.328 -3.342
F 3.781 -2.031 -3.408
O -0.641 0.541 1.830
*
```

The value obtained for the frontier orbital gap (spin up / spin down) is 5.423 / 5.424 eV. The calculation puts the energy at -3448.53548 a.u. Its energy above the lowest of the compared OMol25 structures with the same formula, charge and spin is 6.7 kcal/mol.

***

(5)
ORCA calculation (ωB97M-V with the def2-TZVPD basis set) on a structure of composition C29H20BrN5O5V in a non-equilibrium geometry.

```
! wB97M-V def2-TZVPD RIJCOSX def2/J DEFGRID3
* xyz 1 3
V -0.605 0.085 0.253
O 6.172 -1.104 0.312
C 5.340 -1.908 0.759
O 5.418 -3.091 1.130
C 3.887 -1.417 0.619
C 2.822 -2.247 0.975
C 1.539 -1.777 0.860
N 1.302 -0.531 0.405
C 2.310 0.295 0.083
C 3.615 -0.122 0.178
C 1.832 1.657 -0.289
C 2.671 2.693 -0.643
C 2.119 3.934 -0.921
C 0.747 4.111 -0.831
C -0.036 3.032 -0.478
N 0.488 1.825 -0.222
C 0.295 -2.482 1.291
C 0.282 -3.704 1.930
C -0.930 -4.220 2.363
C -2.100 -3.506 2.149
C -2.024 -2.291 1.502
N -0.850 -1.789 1.078
H 3.082 -3.233 1.340
H 4.473 0.495 -0.062
H 3.739 2.531 -0.692
H 2.760 4.760 -1.200
H 0.284 5.067 -1.028
H -1.112 3.112 -0.395
H 1.208 -4.238 2.093
H -0.959 -5.173 2.874
H -3.060 -3.875 2.481
H -2.902 -1.691 1.298
Br 0.153 4.655 5.513
C -0.818 3.632 4.278
C -2.106 4.015 3.934
C -2.822 3.260 3.017
C -2.245 2.146 2.425
C -0.959 1.769 2.802
C -0.236 2.495 3.731
C -3.022 1.366 1.421
O -4.201 1.203 1.415
O -2.217 0.815 0.449
H -2.544 4.895 4.384
H -3.834 3.532 2.748
H -0.488 0.851 2.443
H 0.752 2.184 4.039
N -1.622 -2.981 -6.173
C -1.308 -1.706 -5.861
O -1.150 -0.829 -6.679
C -1.146 -1.366 -4.387
C -0.888 -0.041 -4.075
C -0.715 0.320 -2.759
N -0.778 -0.559 -1.741
C -1.036 -1.840 -2.051
C -1.222 -2.277 -3.346
H -1.732 -3.210 -7.147
H -1.783 -3.698 -5.494
H -0.823 0.689 -4.869
H -0.518 1.350 -2.497
H -1.084 -2.542 -1.233
H -1.416 -3.329 -3.500
*
```

The value obtained for the frontier orbital gap (spin up / spin down) is 5.907 / 5.828 eV. The calculation puts the energy at -5285.03961 a.u. Its energy above the lowest of the compared OMol25 structures with the same formula, charge and spin is 18.7 kcal/mol.

***

(6)
ORCA calculation (ωB97M-V with the def2-TZVPD basis set) on a cluster of 2 separate species, C29H20F4NOP in total in a non-equilibrium geometry.

```
! wB97M-V def2-TZVPD RIJCOSX def2/J DEFGRID3
* xyz 0 1
C -5.755 -1.404 -3.154
C -5.322 -2.086 -2.012
C -4.119 -1.730 -1.393
C -3.337 -0.685 -1.906
P -1.863 -0.082 -1.001
C -2.509 0.031 0.706
C -1.993 -0.777 1.724
C -2.489 -0.654 3.028
C -3.470 0.293 3.324
C -3.978 1.111 2.305
C -3.499 0.980 0.998
C -0.519 -1.223 -0.886
C 0.471 -1.210 -1.861
N 1.345 -1.260 -2.655
O -1.430 1.252 -1.523
C -3.744 -0.046 -3.088
C -4.953 -0.392 -3.699
H -6.712 -1.658 -3.617
H -5.928 -2.891 -1.592
H -3.801 -2.258 -0.494
H -1.211 -1.501 1.503
H -2.097 -1.306 3.810
H -3.838 0.403 4.345
H -4.746 1.852 2.529
H -3.895 1.615 0.202
H -0.672 -2.160 -0.348
H -3.120 0.741 -3.511
H -5.280 0.133 -4.598
F 6.132 3.921 -1.125
C 4.858 4.043 -0.611
C 4.313 5.323 -0.496
C 3.024 5.403 0.043
F 2.474 6.656 0.208
C 2.292 4.292 0.422
C 2.847 2.990 0.245
C 2.062 1.830 0.513
C 2.470 0.523 0.259
C 1.842 -0.585 0.822
C 2.463 -1.872 0.888
C 2.150 -2.778 1.937
C 2.839 -3.977 2.025
F 2.563 -4.833 3.069
C 3.812 -4.374 1.104
C 4.085 -3.477 0.067
F 5.010 -3.843 -0.888
C 3.448 -2.253 -0.064
C 4.188 2.890 -0.229
H 4.868 6.206 -0.792
H 1.290 4.394 0.837
H 1.063 1.990 0.929
H 3.337 0.369 -0.391
H 0.951 -0.420 1.431
H 1.403 -2.507 2.682
H 4.342 -5.316 1.187
H 3.671 -1.595 -0.906
H 4.669 1.915 -0.299
*
```

The value obtained for the frontier orbital gap is 4.391 eV. The calculation puts the energy at -1987.81239 a.u.

***

Q: Which formula does entry 4 have?
A: C29H19CrF5N3O3S